[1]
Computed, not measured: a gas-phase ion, C4H11N4 (charge +1) at a distorted geometry, with the ωB97M-V functional and the def2-TZVPD basis.

Values from the calculation:
multiplicity: 1
E: -10275.2224 eV
highest occupied orbital energy (alpha / beta): -12.38 / -12.40 eV
energy relative to the best compared isomer or geometry (same formula, charge and spin): 137.6 kcal per mole
frontier orbital gap (alpha / beta): 8.27 / 8.29 eV
total charge: +1

Structure (XYZ):
```
19
Properties=species:S:1:pos:R:3:forces:R:3
C -1.908283 -1.489325 0.021760 -1.26 0.95 -1.34
C 0.417139 -0.166069 0.325210 -1.48 -3.25 -1.22
C 2.545479 -1.209918 -0.179027 -0.19 -3.30 -3.51
C -1.536345 1.488626 0.698202 2.94 2.45 -2.74
N -1.107887 -1.857782 0.843139 3.30 0.93 1.90
N -1.650905 -0.396286 -0.864968 -0.67 2.63 -2.41
N 1.247292 -0.645604 -0.643991 -0.30 0.88 2.01
N -0.763679 0.548787 -0.241399 0.10 0.02 1.70
H -2.868315 -1.892421 -0.165783 -1.08 -0.82 -0.32
H 0.849045 0.014839 1.293071 -0.46 0.62 0.23
H 3.338570 -1.091442 -1.008797 -1.31 0.02 1.46
H 2.815831 -0.728353 0.693819 0.70 1.00 1.67
H 2.452311 -2.372755 0.013329 0.05 2.37 -0.26
H -2.151126 1.072677 1.378176 -1.18 -2.29 2.56
H -0.856852 2.277526 1.060422 -0.04 -0.76 0.35
H -2.211929 2.050165 0.095141 -0.44 0.27 -1.05
H -2.360156 0.208046 -1.448923 1.21 -2.06 1.70
H 0.738204 -1.008564 -1.432493 0.40 -0.45 -0.42
H -0.321011 1.040004 -1.009107 -0.28 0.80 -0.28
```
Forces are in eV/Å.

Here are the Löwdin charges for atoms 1 to 4, given in e: -0.3744 -0.0549 -0.0353 0.0693



[2]
Computed, not measured: a gas-phase ion, C4H11N4 (charge +1) at a distorted geometry, with the ωB97M-V functional and the def2-TZVPD basis.

Values from the calculation:
multiplicity: 3
E: -10275.6446 eV
highest occupied orbital energy (alpha / beta): -8.99 / -13.77 eV
energy relative to the best compared isomer or geometry (same formula, charge and spin): 0.0 kcal per mole
frontier orbital gap (alpha / beta): 6.35 / 7.48 eV
total charge: +1

Structure (XYZ):
```
19
Properties=species:S:1:pos:R:3:forces:R:3
C -1.353753 1.243731 0.064282 -5.86 -2.53 -0.01
C -0.053457 1.581024 -0.019626 1.92 4.02 0.34
C -2.053596 -0.033028 0.284616 3.71 4.17 -0.57
C 2.837344 -0.698289 -0.279382 1.39 2.13 0.96
N 1.493743 -0.361846 0.145929 -2.17 1.93 -0.40
N -1.371615 -1.052497 0.717270 1.01 -4.51 1.27
N -3.325022 -0.119570 0.059717 -3.35 -0.92 -0.34
N 1.151692 1.013498 0.047296 3.63 -1.58 -0.49
H -2.171012 2.014349 -0.082541 1.67 -0.33 -0.02
H 0.179974 2.656227 0.074871 -0.81 -0.43 -0.28
H 2.975886 -1.745638 -0.438844 -0.16 -0.58 0.03
H 3.075085 -0.144518 -1.208385 -0.45 -0.51 0.31
H 3.582885 -0.301344 0.473633 -0.53 -0.71 -0.64
H 1.102487 -0.585428 1.055086 1.09 -0.77 0.39
H -1.995407 -1.886092 0.962636 2.02 1.27 -0.54
H -3.892495 -0.933583 0.276868 0.41 0.25 -0.06
H -3.824625 0.721821 -0.029071 -0.83 0.89 -0.18
H 1.939509 1.715155 -0.018308 -0.97 -1.53 0.06
H -0.378671 -1.182554 0.410344 -1.72 -0.26 0.17
```
Forces are in eV/Å.

Here are the Löwdin charges for atoms 1 to 4, given in e: 0.0458 -0.1485 -0.4757 -0.0605



[3]
Computed, not measured: 2 unconnected molecules or ions with the total composition C4H11N4O2 at a distorted geometry, with the ωB97M-V functional and the def2-TZVPD basis.

Values from the calculation:
multiplicity: 1
E: -14374.9057 eV
highest occupied orbital energy: -12.67 eV
energy relative to the best compared isomer or geometry (same formula, charge and spin): 37.6 kcal per mole
frontier orbital gap: 10.03 eV
total charge: +1

Structure (XYZ):
```
21
Properties=species:S:1:pos:R:3:forces:R:3
C -0.665114 1.488304 -2.397323 0.03 0.52 0.38
C -0.382287 -1.185944 1.970984 -0.39 -0.24 0.30
C 0.680476 -2.306034 2.027614 -0.31 -0.42 0.38
C 1.449052 -0.542000 0.802095 0.11 0.19 -0.04
N 0.282962 -0.138382 1.206097 -0.02 0.18 -0.06
N -0.481408 2.816740 -2.427658 0.01 0.03 -0.10
N -1.024372 0.778453 -1.385091 -0.32 -0.98 0.40
N 1.762947 -1.741475 1.233270 0.16 -0.08 -0.13
O -0.396317 0.854059 -3.537892 0.11 0.26 -0.14
O -1.274603 1.564583 -0.195993 0.11 0.45 -0.52
H -1.293726 -1.498750 1.455227 0.12 0.02 0.05
H -0.652860 -0.812187 2.960895 0.04 -0.10 -0.11
H 1.023680 -2.504742 3.045496 -0.06 0.04 -0.12
H 0.331523 -3.245093 1.589528 0.04 0.16 0.06
H 2.105415 0.058306 0.194877 0.05 0.04 -0.15
H -0.248730 0.664158 0.822970 0.25 -0.12 -0.06
H -0.747694 3.369724 -1.630898 0.00 -0.12 -0.04
H -0.298420 3.273661 -3.302663 -0.01 -0.03 -0.05
H -0.560765 -0.093338 -3.438728 -0.09 0.03 0.16
H 2.608046 -2.242518 1.023203 0.12 0.16 -0.07
H -2.217802 1.442475 -0.016009 0.07 -0.01 -0.15
```
Forces are in eV/Å.

Here are the Löwdin charges for atoms 1 to 4, given in e: -0.5505 -0.0903 -0.0952 -0.0813



Repeat the third record exactly.
Computed, not measured: 2 unconnected molecules or ions with the total composition C4H11N4O2 at a distorted geometry, with the ωB97M-V functional and the def2-TZVPD basis.

Values from the calculation:
multiplicity: 1
E: -14374.9057 eV
highest occupied orbital energy: -12.67 eV
energy relative to the best compared isomer or geometry (same formula, charge and spin): 37.6 kcal per mole
frontier orbital gap: 10.03 eV
total charge: +1

Structure (XYZ):
```
21
Properties=species:S:1:pos:R:3:forces:R:3
C -0.665114 1.488304 -2.397323 0.03 0.52 0.38
C -0.382287 -1.185944 1.970984 -0.39 -0.24 0.30
C 0.680476 -2.306034 2.027614 -0.31 -0.42 0.38
C 1.449052 -0.542000 0.802095 0.11 0.19 -0.04
N 0.282962 -0.138382 1.206097 -0.02 0.18 -0.06
N -0.481408 2.816740 -2.427658 0.01 0.03 -0.10
N -1.024372 0.778453 -1.385091 -0.32 -0.98 0.40
N 1.762947 -1.741475 1.233270 0.16 -0.08 -0.13
O -0.396317 0.854059 -3.537892 0.11 0.26 -0.14
O -1.274603 1.564583 -0.195993 0.11 0.45 -0.52
H -1.293726 -1.498750 1.455227 0.12 0.02 0.05
H -0.652860 -0.812187 2.960895 0.04 -0.10 -0.11
H 1.023680 -2.504742 3.045496 -0.06 0.04 -0.12
H 0.331523 -3.245093 1.589528 0.04 0.16 0.06
H 2.105415 0.058306 0.194877 0.05 0.04 -0.15
H -0.248730 0.664158 0.822970 0.25 -0.12 -0.06
H -0.747694 3.369724 -1.630898 0.00 -0.12 -0.04
H -0.298420 3.273661 -3.302663 -0.01 -0.03 -0.05
H -0.560765 -0.093338 -3.438728 -0.09 0.03 0.16
H 2.608046 -2.242518 1.023203 0.12 0.16 -0.07
H -2.217802 1.442475 -0.016009 0.07 -0.01 -0.15
```
Forces are in eV/Å.

Here are the Löwdin charges for atoms 1 to 4, given in e: -0.5505 -0.0903 -0.0952 -0.0813